No. 1
{
  "formula": "C25H27OTi",
  "method": "wB97M-V/def2-TZVPD",
  "symbols": ["Ti", "C", "C", "C", "H", "C", "C", "H", "H", "H", "H", "C", "C", "C", "H", "C", "C", "H", "H", "H", "H", "O", "C", "C", "C", "C", "C", "H", "H", "H", "H", "H", "H", "H", "H", "H", "H", "C", "C", "C", "C", "C", "C", "C", "C", "C", "C", "H", "H", "H", "H", "H", "H", "H"],
  "coordinates": [[0.21159, 0.52818, -0.01367], [2.21800, 0.93674, 1.24729], [2.55187, 0.08813, 0.14472], [2.37212, 0.83635, -1.06531], [2.94694, -0.92916, 0.21816], [1.88532, 2.12921, -0.71718], [1.79469, 2.19736, 0.71068], [1.55482, 3.08035, 1.29759], [2.35021, 0.69944, 2.29431], [2.69960, 0.53971, -2.06103], [1.73947, 2.95204, -1.42557], [-2.02910, 0.83752, 0.67890], [-1.36167, 2.03727, 1.08070], [-0.96098, 2.73371, -0.09851], [-1.30013, 2.41584, 2.10080], [-1.39574, 1.98695, -1.23254], [-2.03419, 0.79185, -0.75492], [-2.56613, 0.06960, -1.37361], [-2.53828, 0.13604, 1.33519], [-0.51030, 3.72637, -0.13706], [-1.43159, 2.34600, -2.26030], [0.23981, -0.68036, -1.32502], [-0.15634, 0.34067, -4.30058], [0.52917, -0.90804, -3.91114], [0.60579, 1.59137, -4.35736], [-1.61759, 0.30023, -4.44177], [0.54690, -1.51960, -2.43902], [1.59608, -0.82424, -4.19021], [0.10000, -1.72617, -4.52407], [-0.14283, -2.37126, -2.38762], [1.55287, -1.91906, -2.25456], [0.55605, 2.04709, -5.35627], [1.66740, 1.44606, -4.10920], [0.19243, 2.33560, -3.65869], [-1.93394, 0.00915, -5.45671], [-2.06990, 1.27803, -4.24130], [-2.06971, -0.43927, -3.75736], [-0.37308, -0.85987, 5.84959], [-0.11768, 0.28761, 5.07658], [-0.01007, 0.19833, 3.69556], [-0.16022, -1.03411, 3.00746], [-0.10914, -1.15995, 1.59481], [-0.29259, -2.39379, 1.02002], [-0.51271, -3.56081, 1.80698], [-0.58346, -3.47013, 3.18070], [-0.41915, -2.21768, 3.82276], [-0.52376, -2.09231, 5.22527], [-0.45472, -0.78031, 6.93394], [-0.00551, 1.25753, 5.56093], [0.18234, 1.10122, 3.10634], [-0.27833, -2.50542, -0.06459], [-0.63061, -4.52861, 1.30978], [-0.76932, -4.35011, 3.79683], [-0.73472, -2.99131, 5.81930]],
  "atomic_forces_ev_per_a": [[-0.10, -0.95, -0.21], [0.10, 0.52, -0.95], [0.42, 0.77, -0.30], [0.83, 0.43, 1.13], [-0.45, 0.42, -0.04], [0.58, -0.41, 0.25], [0.82, -0.77, 0.10], [-0.20, -0.33, -0.17], [-0.36, -0.10, -0.12], [-0.66, -0.13, 0.27], [-0.25, -0.52, 0.37], [-0.24, 0.21, -0.70], [-0.26, 0.16, -0.53], [-1.09, -0.40, 0.02], [0.28, -0.33, -0.36], [-0.44, -0.47, 0.80], [-0.50, 1.22, 0.76], [0.56, 0.09, 0.23], [0.43, 0.13, -0.14], [0.06, -0.48, 0.04], [0.57, -0.40, 0.25], [-0.38, -0.42, -1.02], [0.93, -1.16, 1.02], [0.00, 0.46, -0.18], [-0.31, -0.03, -0.11], [0.17, -0.05, 0.16], [-0.18, 0.38, 0.93], [-0.12, -0.08, 0.01], [0.21, -0.41, 0.11], [-0.09, 0.07, 0.00], [0.11, -0.11, -0.04], [0.22, 0.59, -0.38], [-0.18, 0.05, -0.04], [0.19, 0.69, 0.17], [-0.56, -0.08, -0.50], [-0.27, 0.12, 0.06], [-0.16, 0.19, -0.08], [0.18, 1.19, -0.13], [-0.21, -0.52, 1.27], [0.17, 0.33, -0.79], [-0.21, -0.51, 0.38], [0.48, 2.07, -0.67], [-0.29, -2.08, -0.02], [0.11, 0.60, -1.34], [0.09, 0.37, 0.58], [-0.02, 0.01, -0.71], [-0.05, -0.45, 0.39], [0.00, 0.03, -0.13], [0.00, -0.13, 0.01], [-0.07, -0.37, 0.23], [0.03, -0.03, 0.33], [0.00, 0.25, 0.07], [0.03, 0.08, -0.06], [0.08, 0.28, -0.21]],
  "homo_lumo_gap_ev": [2.32, 2.99],
  "homo_ev": [2.29, 1.53],
  "lumo_ev": [4.61, 4.52],
  "total_charge": -2,
  "largest_force_ha_per_bohr": 0.043,
  "spin_multiplicity": 2
}



No. 2
{
  "formula": "C32H39CdN5S",
  "method": "wB97M-V/def2-TZVPD",
  "symbols": ["Cd", "N", "N", "C", "C", "C", "C", "H", "H", "H", "C", "C", "H", "H", "H", "C", "C", "H", "H", "H", "C", "H", "H", "H", "C", "H", "H", "H", "C", "H", "C", "H", "C", "H", "C", "H", "C", "C", "H", "C", "C", "H", "C", "H", "N", "C", "C", "C", "H", "C", "C", "H", "H", "H", "C", "H", "C", "C", "H", "H", "H", "C", "H", "H", "H", "C", "N", "C", "C", "N", "C", "S", "H", "H", "H", "H", "H", "H"],
  "coordinates": [[0.46492, -0.24194, 0.49696], [3.47252, 1.96204, -1.50573], [0.78462, -0.34440, -2.40441], [-1.89450, 1.44312, 0.72090], [-1.52317, 2.36739, -0.28389], [-0.30430, 2.99659, 0.10969], [0.48910, 3.97674, -0.66714], [0.04823, 4.14304, -1.65507], [1.51930, 3.61750, -0.81884], [0.53936, 4.94817, -0.15420], [0.08934, 2.47494, 1.35976], [1.25803, 2.92558, 2.15691], [1.02154, 3.82671, 2.74746], [2.11178, 3.16240, 1.50885], [1.60771, 2.15845, 2.85344], [-0.85784, 1.45104, 1.72503], [-0.95136, 0.79986, 3.06297], [0.03542, 0.51946, 3.45186], [-1.53966, -0.12593, 3.02250], [-1.42371, 1.47701, 3.79637], [-2.24732, 2.61571, -1.55063], [-2.91577, 3.48946, -1.50268], [-2.85583, 1.74740, -1.82868], [-1.53683, 2.78993, -2.36834], [-3.11468, 0.59873, 0.74873], [-2.96990, -0.31024, 1.34560], [-3.38267, 0.26783, -0.26200], [-3.98422, 1.13056, 1.16810], [4.73878, 1.98936, -1.09994], [5.14512, 2.97260, -0.83602], [5.54182, 0.84051, -0.98080], [6.58543, 0.94310, -0.67784], [4.97884, -0.40864, -1.26524], [5.53741, -1.33074, -1.10952], [3.69929, -0.45414, -1.79629], [3.23629, -1.37677, -2.16497], [2.93271, 0.75233, -1.84689], [1.57448, 0.77593, -2.18437], [1.10912, 1.75254, -2.28627], [-0.08400, -0.88305, -1.47538], [0.61408, -0.97124, -3.64255], [1.25217, -0.73379, -4.47430], [-0.45079, -1.76273, -3.52874], [-0.92776, -2.40382, -4.23742], [-0.92798, -1.63505, -2.22373], [-2.17981, -2.13559, -1.77859], [-3.36538, -1.82755, -2.48222], [-4.57953, -2.30528, -1.96120], [-5.50517, -2.06729, -2.49064], [-4.62295, -3.05275, -0.78284], [-5.91027, -3.64083, -0.27698], [-5.93186, -3.61408, 0.81847], [-6.03533, -4.69376, -0.57353], [-6.77258, -3.08454, -0.65907], [-3.43568, -3.29503, -0.08938], [-3.45772, -3.85096, 0.84784], [-2.20199, -2.85045, -0.57637], [-0.97212, -3.12896, 0.22776], [-0.09027, -3.37404, -0.37202], [-1.16841, -3.97139, 0.90268], [-0.71927, -2.28264, 0.89863], [-3.41178, -0.95883, -3.70704], [-3.06895, -1.47423, -4.61603], [-2.84196, -0.02183, -3.61737], [-4.45665, -0.66947, -3.89159], [4.53675, 0.83996, 2.32824], [3.66905, 0.10177, 3.23352], [3.67867, 0.16945, 4.62183], [2.67796, -0.62810, 5.07706], [2.08662, -1.18515, 3.95532], [2.70068, -0.76214, 2.81128], [2.58918, -1.43253, 1.25127], [5.09899, 0.17875, 1.65978], [3.95130, 1.52035, 1.69357], [5.23309, 1.43024, 2.92915], [4.39809, 0.77231, 5.15608], [2.33605, -0.84171, 6.07196], [1.27612, -1.79726, 3.94719]],
  "atomic_forces_ev_per_a": [[-0.24, 1.19, 0.97], [0.84, 0.30, 0.28], [-0.79, -2.18, -0.25], [1.12, 0.50, -0.27], [0.42, -0.19, 1.22], [-0.50, -0.71, 0.76], [0.36, 0.28, -0.23], [0.07, 0.07, 0.03], [-0.19, 0.16, -0.03], [0.04, 0.00, -0.13], [-0.53, -0.53, -1.01], [0.38, 0.18, 0.14], [0.14, -0.14, -0.05], [-0.08, 0.10, 0.03], [-0.10, 0.00, 0.08], [0.04, -0.02, -0.69], [-0.25, 0.09, 0.63], [-0.23, 0.12, 0.06], [0.10, 0.17, 0.10], [0.06, -0.21, 0.02], [-0.16, 0.01, -0.50], [0.03, -0.10, -0.07], [-0.02, 0.10, -0.02], [-0.15, 0.02, -0.03], [-0.34, -0.27, -0.06], [-0.04, 0.12, -0.04], [-0.13, -0.01, 0.06], [0.08, -0.13, -0.07], [-0.15, -0.94, -0.35], [-0.08, -0.21, -0.13], [0.36, 0.71, 0.41], [-0.29, -0.09, 0.11], [-0.70, 0.01, -0.84], [0.00, 0.19, -0.14], [0.54, -0.03, 0.24], [0.24, 0.22, 0.44], [-0.77, -0.36, -0.20], [1.21, 1.61, 0.68], [-0.20, -0.31, 0.14], [0.00, 1.30, -2.54], [0.26, 0.84, 0.58], [0.02, 0.00, 0.01], [-0.69, -0.28, 0.17], [-0.18, -0.16, -0.16], [0.48, -0.38, -0.21], [-0.63, -0.08, 0.29], [0.08, -0.17, 0.71], [0.49, -0.15, -0.02], [0.22, -0.07, 0.16], [0.33, -0.09, -0.01], [-0.25, 0.03, 0.18], [-0.07, 0.00, -0.18], [0.13, 0.25, -0.01], [0.07, -0.08, 0.08], [-0.12, 0.19, -0.35], [0.01, 0.08, -0.26], [-0.37, -0.18, 0.02], [-0.05, -0.53, 0.34], [-0.13, 0.16, 0.08], [0.12, 0.21, -0.16], [-0.08, -0.30, -0.12], [-0.23, 0.31, -0.47], [0.02, 0.11, 0.23], [0.03, -0.38, 0.12], [0.26, -0.08, 0.05], [0.13, 0.23, -0.19], [-0.42, -0.23, -0.14], [-0.37, -0.11, -0.07], [0.14, 0.06, -0.94], [0.54, 0.63, -0.33], [0.66, -0.45, 1.56], [-0.07, 0.20, 0.05], [-0.23, -0.02, 0.25], [0.06, -0.26, 0.21], [-0.09, -0.09, -0.04], [-0.16, -0.05, -0.12], [0.00, 0.01, 0.00], [0.00, -0.16, -0.06]],
  "homo_lumo_gap_ev": [1.78, 1.78],
  "homo_ev": [2.44, 2.44],
  "lumo_ev": [4.22, 4.22],
  "total_charge": -2,
  "largest_force_ha_per_bohr": 0.056
}



No. 3
{
  "formula": "C16H50O16",
  "method": "wB97M-V/def2-TZVPD",
  "symbols": ["C", "O", "H", "H", "H", "H", "C", "O", "H", "H", "H", "H", "C", "C", "O", "O", "H", "H", "H", "H", "H", "H", "C", "C", "O", "O", "H", "H", "H", "H", "H", "H", "C", "C", "O", "O", "H", "H", "H", "H", "H", "H", "C", "C", "O", "O", "H", "H", "H", "H", "H", "H", "C", "C", "O", "O", "H", "H", "H", "H", "H", "H", "C", "C", "O", "O", "H", "H", "H", "H", "H", "H", "C", "C", "O", "O", "H", "H", "H", "H", "H", "H"],
  "coordinates": [[-3.09685, -0.07370, -2.93661], [-3.06788, 0.12065, -1.53016], [-4.05374, -0.06103, -3.45240], [-2.57611, 0.72768, -3.47597], [-2.58659, -0.96780, -3.13545], [-3.37099, 1.04529, -1.46262], [2.92216, 0.09853, 3.30978], [2.98195, 0.97023, 2.13888], [2.45216, 0.71837, 4.13626], [2.20615, -0.70407, 3.05001], [3.91856, -0.26692, 3.69209], [3.15832, 0.44718, 1.33636], [1.88076, 4.88265, 2.63631], [0.89016, 5.37703, 1.60838], [-0.00538, 4.39028, 1.18635], [2.88944, 4.13212, 1.85422], [1.47231, 4.13998, 3.34028], [2.52881, 5.69708, 3.05795], [1.45070, 5.93525, 0.82436], [0.21270, 5.99822, 2.13817], [0.51025, 3.77649, 0.64885], [2.83712, 3.18647, 2.02192], [0.84886, -2.62013, -3.65618], [0.94642, -4.13132, -3.58680], [0.35572, -4.50214, -2.35349], [1.22548, -2.05425, -2.41303], [-0.18211, -2.36167, -3.90773], [1.49154, -2.21027, -4.43546], [2.05433, -4.48375, -3.54889], [0.47457, -4.76420, -4.25539], [0.69273, -3.98662, -1.63337], [0.48203, -1.60089, -1.94779], [-2.60600, -3.42110, -0.80557], [-1.94260, -4.54309, -0.03762], [-2.26917, -4.55479, 1.33086], [-2.00367, -3.22994, -2.10216], [-2.41951, -2.47766, -0.29547], [-3.67523, -3.55458, -0.80399], [-0.83791, -4.65076, -0.11509], [-2.28685, -5.44809, -0.49640], [-1.76043, -5.14163, 1.87223], [-1.30354, -3.89424, -2.17962], [-3.26744, 4.88580, -0.32129], [-3.07808, 3.79187, -1.37320], [-3.84569, 2.65868, -1.07800], [-2.94503, 4.49959, 1.00422], [-4.34299, 5.01368, -0.32883], [-2.73625, 5.77924, -0.50877], [-2.06358, 3.52406, -1.51410], [-3.50958, 4.35297, -2.25646], [-4.20439, 2.81238, -0.17230], [-2.00477, 4.47930, 1.27580], [-0.25594, -3.38877, 3.54850], [-0.24775, -4.67315, 4.31524], [-1.17663, -5.58994, 3.77045], [-1.33461, -2.53551, 3.73953], [-0.23034, -3.65431, 2.50209], [0.63923, -2.78883, 3.73329], [-0.47260, -4.52694, 5.35212], [0.73311, -5.13257, 4.29197], [-1.96568, -5.76936, 4.34769], [-2.15015, -3.04112, 3.50089], [0.20224, -0.33189, 0.25310], [0.23507, 1.16018, 0.48455], [0.53282, 1.92733, -0.68892], [-0.47565, -0.78418, -0.83735], [-0.17612, -0.74717, 1.20884], [1.25453, -0.60825, 0.07802], [0.97515, 1.38797, 1.24305], [-0.77273, 1.48710, 0.83110], [1.13729, 1.41280, -1.23437], [-1.28580, -0.26832, -1.04379], [4.07379, 2.56712, -1.56108], [3.79027, 1.30480, -2.35169], [2.56678, 0.66930, -1.98870], [3.09449, 3.46113, -1.94079], [5.02665, 2.84667, -1.95886], [4.18792, 2.31030, -0.47723], [4.63056, 0.55375, -2.22310], [3.74292, 1.62098, -3.43019], [2.47590, -0.15403, -2.55491], [2.40441, 3.54854, -1.25250]],
  "atomic_forces_ev_per_a": [[0.39, 1.07, -0.62], [-0.37, 0.42, -0.72], [-0.67, -0.37, 0.66], [0.39, 0.09, 0.28], [0.51, -1.40, -0.39], [0.05, -0.03, 0.87], [-0.65, 0.81, 0.17], [0.60, -0.46, 0.54], [0.59, -0.71, -1.04], [0.60, 0.03, 0.50], [-0.96, 0.29, -0.76], [-0.05, 0.16, 0.58], [2.34, -1.16, -1.40], [0.07, 0.75, 1.35], [0.51, -0.78, -0.94], [-0.29, 0.21, 0.06], [-0.20, 0.92, 0.15], [-1.25, -0.54, 0.14], [-0.57, -0.51, 0.22], [-0.34, 1.53, 0.37], [-0.32, -0.48, -0.28], [-0.07, -0.18, 0.18], [-0.52, 0.35, -0.72], [3.23, 0.23, 2.90], [-0.80, -1.60, -0.12], [0.48, 0.04, -0.07], [-0.05, 0.13, 0.10], [0.08, -0.06, -0.12], [-1.49, 0.74, -0.22], [-1.08, -0.48, -1.99], [0.66, 0.79, 0.33], [-0.06, -0.21, -0.29], [1.63, 1.49, 0.42], [1.04, -1.20, 0.16], [-1.50, 1.48, -0.08], [-1.08, -0.59, 0.51], [-0.14, 0.09, 0.38], [-0.44, -0.29, -0.53], [-0.40, 0.86, -0.34], [-0.36, -0.94, -0.34], [0.65, -0.76, 0.21], [0.17, 0.01, -0.29], [0.43, -1.73, 1.05], [-0.93, 2.42, -0.57], [-0.87, 0.11, 1.18], [-0.44, -0.64, 0.92], [-0.30, 0.64, 0.26], [0.38, 1.07, -0.96], [1.12, -0.29, -0.31], [0.65, -1.08, 0.22], [0.35, -0.51, -0.78], [-0.30, 0.13, -1.06], [0.87, 0.31, -0.69], [-0.13, -0.08, 0.57], [-1.61, -0.87, 0.12], [-1.81, -0.40, 0.42], [0.28, -0.22, -0.62], [0.05, -0.19, 0.27], [-0.15, 0.37, 0.76], [0.32, -0.09, -0.28], [1.44, 0.52, -0.72], [0.86, 0.71, 0.03], [1.57, 0.63, 1.58], [-1.29, 0.79, -0.51], [-0.54, 0.25, 0.59], [-1.25, -0.15, -1.45], [0.25, -0.25, -0.32], [-0.15, -0.40, 0.35], [-0.07, -0.14, 0.38], [0.61, -0.01, -0.16], [0.47, -0.10, -0.37], [-0.10, -0.22, 0.17], [-0.32, -2.38, 0.12], [1.00, -1.11, -0.85], [0.14, -1.25, -0.85], [-1.13, 1.59, 0.92], [0.77, 0.78, 0.07], [-0.36, 0.66, -0.61], [-0.66, 0.81, -0.17], [0.09, -0.35, 0.83], [-0.16, 1.17, 1.15], [0.58, -0.23, -0.49]],
  "homo_lumo_gap_ev": 10.04,
  "smiles": "OCCO.OCCO.OCCO.OCCO.OCCO.OCCO.OCCO.CO.CO",
  "homo_ev": -9.58,
  "lumo_ev": 0.46,
  "total_charge": 0,
  "largest_force_ha_per_bohr": 0.085
}